(1)
C55H142N6O28 | ωB97M-V/def2-TZVPD

CARTESIAN COORDINATES (ANGSTROEM)
O -5.864 -3.020 14.387
O -7.391 1.605 4.486
O -13.971 4.556 3.621
O 1.862 0.084 9.611
O -2.792 -3.515 6.329
O -2.887 3.659 10.831
O -3.344 1.126 5.764
O -4.573 1.783 14.340
O -6.057 0.797 10.393
O -4.898 -0.962 9.584
O -7.610 3.010 8.784
O 0.770 1.969 9.979
O -8.744 2.519 17.048
O -8.303 -0.486 14.768
O -15.659 -8.276 8.598
O -0.311 0.157 9.172
O -12.364 -4.651 7.280
O -6.157 -3.471 12.205
O -8.849 -2.166 2.348
O -5.088 -2.851 4.289
O -4.122 -3.072 13.027
O -11.869 -0.040 4.644
O -11.885 2.367 11.597
O -8.253 4.540 13.544
O -10.426 -1.027 10.476
O -9.684 2.797 0.999
O -5.436 4.292 9.886
O -7.002 -0.465 8.946
N -6.413 3.778 15.747
N -15.241 -5.454 8.303
N -5.855 2.354 6.624
N -13.490 1.789 3.029
N -9.904 -0.167 0.246
N -9.949 0.522 12.853
C -8.268 -3.704 11.103
C -8.461 3.899 17.067
C -12.247 -0.356 3.327
C -8.951 -3.182 3.318
C 0.759 0.828 9.617
C -2.081 0.745 5.275
C -6.952 4.050 17.084
C -13.927 2.701 1.974
C 1.287 -2.186 10.329
C -10.404 1.778 13.422
C -3.359 2.410 6.346
C -5.875 -0.255 9.613
C -6.238 3.314 5.572
C -14.577 -4.176 8.293
C -10.019 4.162 1.097
C -8.533 1.068 3.860
C -5.008 -1.433 4.379
C -4.956 1.184 11.199
C -12.700 5.015 3.231
C -12.351 0.980 2.594
C -5.417 -3.179 13.287
C -11.565 -1.154 5.456
C -3.772 1.032 15.231
C -7.400 4.305 12.433
C -9.125 -1.411 0.126
C -7.655 0.324 13.812
C -3.550 -3.231 7.505
C -3.595 -3.235 11.715
C -1.992 4.643 10.348
C -7.569 -3.444 12.414
C -9.867 2.278 -0.292
C -4.552 2.583 7.253
C -8.446 -1.590 7.471
C -11.623 -0.825 9.778
C -13.044 -4.215 8.428
C -16.407 -9.455 8.680
C 1.837 -1.293 9.229
C -14.681 3.874 2.589
C -4.409 3.177 14.438
C -11.037 -4.193 7.213
C -12.237 3.341 10.648
C -10.819 2.822 12.398
C -10.126 2.215 17.122
C -7.042 -1.539 8.013
C -5.710 5.525 9.216
C -4.956 3.772 15.722
C -1.529 0.895 9.225
C -9.560 -2.429 1.163
C -7.573 2.909 4.968
C -8.530 0.429 12.563
C -9.197 0.919 -0.469
C -14.784 -6.452 7.339
C -7.616 -0.480 16.002
C -8.771 2.237 9.045
C -15.741 -7.622 7.351
H -14.888 -3.598 9.168
H -5.953 5.358 8.166
H -4.534 0.387 11.807
H -13.770 -6.808 7.552
H -8.039 -1.288 0.203
H -12.731 -3.202 8.703
H -5.743 -0.948 3.738
H -9.235 0.732 -1.544
H -8.770 -4.160 2.853
H -2.726 1.359 15.227
H -11.046 4.378 0.790
H -7.140 2.615 8.024
H -11.412 -0.866 2.824
H -9.481 2.867 9.588
H -13.186 -0.915 3.283
H -9.245 0.723 4.625
H -4.568 4.774 15.925
H -5.500 3.257 4.761
H -3.797 4.001 10.755
H 1.853 -2.001 11.245
H -1.625 1.443 10.161
H -15.836 -10.302 8.293
H -1.902 1.101 4.253
H -12.319 5.752 3.931
H -10.533 -4.794 6.459
H -8.056 -4.721 10.754
H -11.896 0.200 9.501
H -8.589 -2.462 6.826
H -2.428 2.602 6.894
H -4.475 1.930 8.128
H -10.202 1.157 17.362
H -13.190 3.068 10.192
H -14.790 -5.998 6.346
H 0.244 -1.947 10.529
H -2.926 -4.091 11.702
H -7.196 3.232 12.341
H -1.935 -0.332 5.300
H -7.862 -4.213 13.129
H -9.367 -1.763 -0.880
H -12.497 -1.211 10.317
H -15.435 -8.291 6.530
H -3.363 3.480 14.314
H -3.030 -2.332 11.469
H -3.831 -0.014 14.942
H -12.672 5.469 2.227
H -12.444 -1.794 5.570
H 1.429 -3.239 10.095
H -6.485 4.878 12.610
H -8.196 1.231 11.905
H -7.868 -2.470 12.806
H -7.562 0.533 16.413
H -14.982 4.570 1.800
H -15.367 -5.897 9.200
H -4.552 -2.908 7.224
H -10.654 -2.452 1.233
H -10.701 2.434 16.220
H -8.365 2.925 5.726
H -6.662 5.062 17.381
H 1.298 -1.423 8.289
H -10.525 2.790 17.968
H -10.276 -0.250 13.413
H -8.159 -1.160 16.657
H -1.909 -3.736 6.637
H -9.691 2.196 14.146
H -3.111 -2.388 8.040
H -9.905 0.188 1.203
H -4.328 -3.256 10.912
H -6.735 2.854 15.464
H -5.162 -1.139 5.419
H -6.674 -0.084 13.533
H -10.937 2.162 -0.514
H -14.592 2.184 1.279
H -7.773 4.306 14.357
H -7.996 -3.043 10.278
H -11.292 -0.766 6.440
H -10.678 -1.651 5.052
H -13.219 2.390 3.798
H -6.222 4.328 5.972
H -9.932 3.069 11.799
H -7.850 4.668 11.511
H -4.142 1.633 10.622
H -9.075 1.741 3.192
H -9.280 1.946 8.126
H -1.001 4.227 10.169
H -16.699 -9.634 9.717
H -12.314 0.814 1.517
H -10.495 -4.261 8.164
H -6.459 3.387 17.808
H -9.351 -3.643 11.203
H -4.417 -3.212 4.876
H -17.378 -9.385 8.169
H 2.880 -1.536 9.035
H -11.281 1.586 14.053
H -14.882 -3.571 7.433
H -11.424 1.505 2.859
H -3.318 3.174 5.554
H -10.391 -0.389 11.217
H -9.399 2.944 -1.030
H -12.349 4.364 11.021
H -8.381 -0.490 11.985
H -11.108 3.710 12.972
H -6.266 -1.431 7.255
H -10.978 -3.134 6.927
H -12.008 4.174 3.092
H -1.551 1.683 8.468
H -12.886 -4.881 9.290
H -9.959 -3.282 3.743
H -4.039 -1.089 4.005
H -9.367 4.715 0.405
H -8.561 1.420 9.737
H -13.085 3.108 1.389
H -9.783 4.514 2.097
H -8.275 0.152 3.325
H -5.302 2.006 11.821
H -2.390 5.048 9.410
H -6.608 -0.903 15.921
H -4.516 3.579 7.706
H -4.948 3.600 13.590
H -3.673 -4.109 8.142
H -6.866 -2.485 8.536
H -16.781 -7.343 7.150
H -1.275 1.211 5.856
H -11.501 3.358 9.835
H -8.237 -2.952 4.103
H -7.790 3.645 4.185
H -8.874 4.472 16.233
H -8.728 -0.746 6.835
H -4.123 1.162 16.260
H -4.864 6.189 9.370
H -9.179 -1.631 8.279
H -5.680 1.502 6.089
H -2.364 0.235 9.007
H -8.846 4.296 18.018
H -15.547 3.497 3.134
H -6.128 3.644 9.645
H -7.463 1.295 14.293
H -1.852 5.457 11.069
H -4.539 3.196 16.567
H -6.602 5.955 9.682
H -11.584 -1.362 8.826
H -9.259 -3.433 0.821
H -8.168 0.979 -0.094


(2)
C37H37CsN2O2SSi | ωB97M-V/def2-TZVPD

CARTESIAN COORDINATES (ANGSTROEM)
Cs 1.791 -1.053 -1.366
S 3.197 -3.814 0.619
Si 5.752 -2.406 2.029
O 1.143 1.455 -1.963
O 0.309 1.026 0.136
N 4.300 -3.274 -1.749
N -1.493 2.630 0.989
C 5.991 -4.089 2.826
C -2.624 0.493 -1.898
C -1.619 4.951 0.071
C -2.758 -1.978 -2.088
C -1.346 5.861 -0.949
C -5.584 3.924 3.584
C -1.305 -0.882 -0.391
C -2.029 -2.763 -2.891
C -0.157 3.175 -0.966
C -1.068 3.695 0.061
C 5.555 -2.490 0.168
C -1.372 3.181 3.330
C 0.425 1.941 -1.036
C -1.693 -4.817 -4.274
C -4.335 -5.557 -3.974
C -3.479 -6.372 -4.712
C -4.409 3.278 1.013
C 6.343 -2.051 -2.072
C -1.936 3.539 4.538
C 4.423 -3.158 -0.403
C -4.107 3.665 3.479
C -3.304 3.769 4.607
C -0.036 4.122 -2.089
C -2.175 3.064 2.201
C -2.176 -0.840 -1.437
C -0.574 5.362 -2.051
C 5.233 -2.735 -2.527
C -0.941 0.347 0.390
C 6.490 -1.941 -0.690
C -2.503 1.572 -1.128
C -3.874 -4.390 -3.394
C 7.388 -1.492 2.341
C -2.152 -5.990 -4.857
C 4.453 -1.403 2.933
C -2.538 -3.991 -3.527
C -3.541 3.323 2.237
C -2.063 1.374 0.293
H -0.589 2.246 1.297
H -6.165 3.077 3.213
H -0.923 -1.834 -0.037
H 7.583 -1.447 3.416
H -1.314 3.627 5.419
H 4.761 -1.198 3.962
H -2.990 0.570 -2.914
H -3.841 -7.289 -5.163
H -4.528 -3.750 -2.813
H -3.761 4.039 5.553
H -5.867 4.104 4.621
H 5.080 -2.868 -3.597
H -5.051 4.160 0.983
H -5.879 4.795 2.995
H -0.973 -2.550 -3.126
H 0.510 3.773 -2.957
H 4.312 -0.443 2.428
H 5.097 -4.701 2.716
H -5.058 2.398 1.007
H -0.856 0.069 1.452
H 8.233 -2.004 1.874
H 6.217 -3.970 3.890
H 6.828 -4.617 2.361
H -2.281 5.236 0.885
H -0.652 -4.534 -4.384
H -0.310 2.985 3.251
H -2.722 2.572 -1.482
H -2.903 1.027 0.901
H 7.060 -1.623 -2.760
H -1.743 6.866 -0.933
H -5.374 -5.843 -3.850
H 3.498 -1.924 2.931
H -3.821 3.279 0.103
H -0.431 6.013 -2.911
H 7.352 -1.417 -0.289
H -1.467 -6.613 -5.421
H 7.366 -0.467 1.963

For the energy above the lowest of the compared OMol25 structures with the same formula, charge and spin, the calculation gives 6.1037 eV. As for the net charge: -2.


no.,total energy (a.u.),LUMO (eV)
1,-4615.7016,0.31
2,-2399.8411,3.72